Computed, not measured: an isolated ion of composition C2H4N3S and charge +1 in a non-equilibrium geometry, with wB97M-V/def2-TZVPD.

Results
- E_LUMO (hartree) = -0.2040
- total charge = +1
- Kohn-Sham gap (Ha) = 0.33772
- ΔE to the lowest compared entry with this formula, charge and spin (kcal/mol) = 8.7

Atoms and positions in Å:
C 0.34 0.20 0.16
C -1.83 -0.49 -0.02
N -0.37 1.26 -0.02
N -0.60 -0.92 0.09
N 1.59 -0.15 -0.13
S -3.23 0.04 0.00
H 0.19 2.20 0.07
H -0.45 -1.92 -0.31
H 2.22 0.58 -0.21
H 2.14 -0.79 0.38

***

Computed, not measured: a 2-piece molecular cluster, C4H5N3 overall in a non-equilibrium geometry, with wB97M-V/def2-TZVPD.

Results
- E_LUMO (hartree) = 0.0190
- Kohn-Sham gap (Ha) = 0.37607
- ΔE to the lowest compared entry with this formula, charge and spin (kcal/mol) = 78.7

Atoms and positions in Å:
N -2.95 0.28 -0.81
C -1.97 -0.30 -0.55
C -0.83 -1.14 -0.31
C -0.14 -1.71 -1.27
N 0.68 -2.14 -2.07
H -0.42 -1.28 0.69
H 1.33 -1.36 -2.13
C 1.24 1.59 1.35
N 0.21 0.86 1.40
H 1.23 2.63 1.02
H 2.21 1.15 1.60
H -0.57 1.43 1.08

***

Computed, not measured: a 2-piece molecular cluster, C8H13ClOS overall in a non-equilibrium geometry, with wB97M-V/def2-TZVPD.

Results
- E_LUMO (hartree) = -0.0250
- Kohn-Sham gap (Ha) = 0.30575
- ΔE to the lowest compared entry with this formula, charge and spin (kcal/mol) = 28.9

Atoms and positions in Å:
C 4.05 -1.02 -0.47
C 2.91 -0.93 0.49
C 2.10 0.11 0.61
Cl 0.82 0.16 1.92
C 2.04 1.30 -0.29
C 0.53 1.18 -0.96
H 4.09 -0.13 -1.14
H 3.76 -1.92 -1.13
H 4.98 -1.23 0.13
H 2.88 -1.85 1.21
H 2.86 1.36 -1.10
H 2.03 2.29 0.20
H -0.17 0.70 0.03
H 0.03 2.33 -1.24
H 0.35 0.35 -1.64
O -4.49 1.69 -0.07
C -3.60 0.91 0.33
C -4.05 -0.38 0.97
C -3.64 -1.52 -0.02
S -2.14 -1.96 -0.12
H -2.51 1.11 0.28
H -5.06 -0.27 1.09
H -3.43 -0.69 1.88
H -4.33 -1.57 -0.97

***

Computed, not measured: H14Li4O15S2 as an isolated structure in a non-equilibrium geometry, with wB97M-V/def2-TZVPD.

Results
- E_LUMO (hartree) = -0.0610
- Kohn-Sham gap (Ha) = 0.23716
- ΔE to the lowest compared entry with this formula, charge and spin (kcal/mol) = 27.5

Atoms and positions in Å:
Li -1.56 -2.60 -0.69
Li 1.94 1.31 2.04
Li 1.34 -2.81 -0.85
Li 1.15 1.04 -2.32
S 0.06 -1.49 -3.41
O -0.01 -2.39 -4.51
O -1.16 -1.64 -2.59
O 1.23 -1.94 -2.65
O 0.18 -0.04 -3.75
S 0.20 -0.36 0.30
O 0.23 0.48 1.50
O -0.90 -1.27 0.42
O 0.06 0.49 -0.87
O 1.49 -1.08 0.26
O -1.38 2.63 1.35
H -1.94 2.57 0.57
H -0.83 1.85 1.30
O -2.25 0.80 -1.92
H -2.85 1.30 -1.37
H -1.42 0.82 -1.45
O -3.26 -0.18 0.72
H -3.03 0.63 0.27
H -2.45 -0.69 0.73
O 3.53 0.36 1.08
H 4.15 0.69 0.43
H 2.91 -0.16 0.58
O 2.33 -2.94 2.47
H 1.71 -2.84 3.19
H 1.99 -2.37 1.78
O -1.03 -0.18 4.03
H -1.02 -1.07 3.68
H -0.46 0.31 3.45
O 0.21 3.94 -1.16
H 0.11 3.48 -1.99
H 0.74 3.36 -0.62

***

Computed, not measured: C14H28AlAsBrCl6F6MgN8O11 as an isolated structure in a non-equilibrium geometry, with wB97M-V/def2-TZVPD.

Results
- E_LUMO (hartree) = -0.2897
- total charge = +1
- Kohn-Sham gap (Ha) = 0.08674

Atoms and positions in Å:
C 1.82 -0.42 1.53
N 0.84 -1.47 1.09
C 0.58 -1.45 -0.37
C -0.41 -1.47 1.88
O -0.80 -2.60 2.33
C -1.30 -0.19 2.26
N -2.25 0.26 1.19
C -3.59 -0.34 0.88
C -3.61 -1.95 0.77
O -4.41 -2.55 1.53
Br -2.53 -3.04 -0.48
C -1.87 1.35 0.44
N -2.83 2.51 0.48
N -0.61 1.45 -0.30
H 2.42 -0.87 2.42
H 2.57 -0.11 0.71
H 1.35 0.55 1.92
H -0.46 -1.05 -0.68
H 1.38 -0.80 -0.95
H 0.74 -2.53 -0.77
H -1.91 -0.45 3.21
H -0.67 0.73 2.55
H -4.34 -0.02 1.71
H -3.96 0.16 -0.10
H -3.63 2.31 -0.15
H -3.15 2.65 1.47
H 0.19 1.50 0.37
H -0.63 2.39 -0.74
F -6.32 3.59 4.33
As -5.32 2.15 4.68
F -4.03 2.78 3.58
F -6.07 1.29 3.29
F -4.31 0.70 5.02
F -6.59 1.52 5.77
F -4.56 3.00 6.06
Mg 0.92 0.02 -2.25
C 4.95 -2.25 0.29
Cl 4.36 -3.11 -1.15
Cl 4.95 -0.51 0.03
H 4.31 -2.49 1.13
H 5.97 -2.58 0.50
C 1.57 3.48 2.25
O 2.60 3.87 2.80
O 0.43 3.96 2.44
O 1.52 2.53 1.42
C -2.05 -0.21 -5.06
O -0.73 0.03 -5.01
H -2.65 0.13 -4.20
H -2.60 0.25 -5.90
H -2.36 -1.26 -5.15
C 8.42 -3.54 -3.41
O 9.07 -4.19 -4.21
N 7.27 -4.00 -2.87
N 8.79 -2.31 -2.99
H 6.72 -3.49 -2.20
H 6.96 -4.92 -3.16
H 9.65 -1.93 -3.37
H 8.27 -1.76 -2.33
Al 0.98 -4.31 0.10
C 8.04 -7.26 -6.58
Cl 7.81 -8.96 -7.04
Cl 7.08 -6.91 -5.12
Cl 9.76 -6.97 -6.24
Cl 7.51 -6.21 -7.90
O -7.00 2.56 0.63
C -8.10 2.94 1.01
N -9.02 2.06 1.47
C -8.52 4.39 1.00
H -9.94 2.32 1.79
H -8.76 1.08 1.49
H -8.47 4.76 -0.03
H -7.84 4.96 1.62
H -9.53 4.52 1.37
N 4.49 6.44 1.97
O 3.95 7.33 2.63
O 5.70 6.25 2.05
O 3.80 5.72 1.23

***

Computed, not measured: C41H42MoP2Se as an isolated structure in a non-equilibrium geometry, with wB97M-V/def2-TZVPD.

Results
- E_LUMO (alpha / beta) (hartree) = -0.2287 / -0.2327
- 2S+1 = 3
- total charge = +2
- Kohn-Sham gap (alpha / beta) (Ha) = 0.23586 / 0.23193
- ΔE to the lowest compared entry with this formula, charge and spin (kcal/mol) = 76.0

Atoms and positions in Å:
Mo 0.85 -1.10 -0.87
C -2.04 0.40 4.53
C -2.33 0.17 3.12
C -2.99 1.23 2.28
C -2.01 2.04 1.38
C -0.94 2.74 2.08
C -0.68 2.67 3.45
C -1.76 2.93 4.46
C -2.28 1.70 5.21
C 2.51 -0.87 0.43
H -2.15 -0.49 5.16
H -2.57 -0.86 2.84
H -3.61 1.92 2.87
H -3.68 0.68 1.62
H -1.57 1.38 0.62
H -2.63 2.77 0.83
H -0.29 3.36 1.45
H 0.36 2.86 3.78
H -2.61 3.44 3.98
H -1.36 3.63 5.21
H -1.82 1.66 6.21
H -3.37 1.78 5.36
H 2.07 -1.25 1.38
H 2.90 0.15 0.53
H 3.29 -1.55 0.05
P -0.39 -1.69 -2.71
P 1.31 0.71 -2.16
C -1.16 -0.08 -2.98
C -0.39 1.01 -2.74
C -0.51 -2.70 -4.17
C -1.45 -2.40 -5.17
C -1.67 -3.31 -6.20
C -0.92 -4.49 -6.28
C 0.05 -4.76 -5.31
C 0.27 -3.87 -4.26
C -1.40 -2.52 -1.46
C -0.81 -2.33 -0.19
C -1.32 -2.97 0.93
C -2.44 -3.81 0.77
C -3.03 -3.97 -0.49
C -2.52 -3.33 -1.63
C 2.23 0.89 -3.76
C 2.09 -0.12 -4.73
C 2.53 0.08 -6.04
C 3.18 1.28 -6.38
C 3.38 2.26 -5.40
C 2.91 2.07 -4.10
C 1.77 2.28 -1.33
C 3.09 2.42 -0.86
C 3.52 3.65 -0.36
C 2.65 4.75 -0.35
C 1.32 4.59 -0.77
C 0.87 3.34 -1.21
H -2.19 -0.07 -3.33
H -0.66 2.04 -2.99
H -2.01 -1.47 -5.12
H -2.42 -3.10 -6.96
H -1.10 -5.20 -7.09
H 0.66 -5.66 -5.38
H 1.02 -4.07 -3.50
H 1.79 -1.27 -2.19
H -0.85 -2.83 1.91
H -2.86 -4.33 1.63
H -3.90 -4.62 -0.60
H -2.98 -3.47 -2.61
H 1.60 -1.07 -4.49
H 2.36 -0.68 -6.80
H 3.51 1.46 -7.40
H 3.90 3.19 -5.63
H 3.03 2.85 -3.36
H 3.78 1.57 -0.91
H 4.54 3.76 -0.01
H 2.99 5.73 -0.01
H 0.63 5.44 -0.76
H -0.18 3.22 -1.48
Se -0.30 0.31 3.53
C 0.34 -0.40 5.29
C 0.55 0.52 6.31
C 0.57 0.08 7.64
C 0.49 -1.29 7.93
C 0.43 -2.22 6.88
C 0.36 -1.77 5.55
H 0.65 1.58 6.08
H 0.64 0.81 8.46
H 0.47 -1.63 8.97
H 0.42 -3.29 7.10
H 0.25 -2.48 4.72